Entry 1:
Entry from the OMol25 dataset: a molecular structure, C19H19F3IrN4O7 in a non-equilibrium geometry (the ωB97M-V functional and the def2-TZVPD basis).

Structure (XYZ):
```
53
Properties=species:S:1:pos:R:3:lowdin_charge:R:1
Ir 0.638 -0.544 0.146 1.50
C -1.606 -0.129 1.419 -0.20
C -1.277 1.195 1.844 -0.21
C -0.116 1.136 2.639 -0.21
C 0.285 -0.221 2.755 -0.22
C -0.633 -1.026 1.984 -0.34
C -0.804 -2.502 2.168 -0.02
C 1.348 -0.734 3.651 -0.02
C 0.600 2.300 3.217 -0.01
C -2.029 2.438 1.534 -0.02
C -2.874 -0.523 0.745 -0.01
H -1.586 -2.878 1.515 0.08
H -1.083 -2.708 3.202 0.10
H 0.122 -3.036 1.962 0.09
H 2.229 -0.100 3.580 0.09
H 1.629 -1.746 3.377 0.08
H 1.003 -0.728 4.689 0.10
H 1.372 2.623 2.515 0.10
H 1.081 2.035 4.156 0.08
H -0.080 3.133 3.382 0.08
H -1.356 3.204 1.152 0.08
H -2.502 2.828 2.438 0.10
H -2.802 2.257 0.794 0.07
H -2.746 -1.429 0.159 0.09
H -3.231 0.262 0.084 0.08
H -3.640 -0.703 1.502 0.11
O 1.011 -2.526 -5.626 0.15
C 0.486 -2.411 -4.553 -0.25
C -0.389 -1.265 -4.091 -0.30
O -1.034 -0.507 -4.792 0.07
C -0.298 -1.287 -2.631 -0.31
C 0.390 -2.476 -2.171 -0.31
O 0.682 -2.653 -0.981 -0.03
C 0.649 -3.346 -3.354 -0.26
O 0.860 -4.530 -3.390 0.13
O -0.701 -0.401 -1.828 -0.11
N -2.014 4.163 -2.859 0.18
C -1.409 3.031 -2.456 -0.47
N -1.777 1.864 -2.970 0.22
N -0.505 3.152 -1.507 0.15
C 0.160 2.233 -0.946 -0.31
N 0.849 1.539 -0.307 0.07
H -2.646 4.166 -3.640 0.11
H -1.672 5.038 -2.504 0.12
H -2.361 1.791 -3.784 0.12
H -1.360 0.996 -2.617 0.06
F 4.820 -2.953 0.687 0.16
C 4.744 -1.765 0.068 -0.54
F 5.332 -1.894 -1.121 0.17
F 5.497 -0.913 0.787 0.15
C 3.272 -1.268 -0.012 -0.58
O 2.824 -0.855 -1.080 0.04
O 2.649 -1.326 1.065 -0.03
```

Calculated values
F_max   0.0879 hartree/bohr
Multiplicity   2
Gap between HOMO and LUMO (alpha / beta)   4.6 / 4.9 eV
Net charge   0
Highest occupied orbital energy (alpha / beta)   -0.2678 / -0.2712 hartree
Energy   -1884.93853 Ha
LUMO level (alpha / beta)   -2.68 / -2.53 eV
Energy above the lowest of the compared OMol25 structures with the same formula, charge and spin   86.73 kcal/mol

***

Entry 2:
Entry from the OMol25 dataset: 4 unconnected molecules or ions with the total composition C22H40N5O10 (the ωB97M-V functional and the def2-TZVPD basis).

Structure (XYZ):
```
77
Properties=species:S:1:pos:R:3:lowdin_charge:R:1
C 1.896 0.415 -0.453 -0.09
C 0.510 -0.215 -0.556 -0.25
C -0.168 0.051 -1.903 -0.21
C -1.219 -1.007 -2.249 -0.18
C -2.304 -0.497 -3.223 -0.09
C -3.340 0.237 -2.459 -0.27
N -3.174 1.421 -1.888 0.24
C -4.322 1.673 -1.237 -0.29
N -4.552 2.751 -0.513 -0.10
O -5.753 2.827 0.170 0.07
C -3.611 3.860 -0.381 -0.11
C -2.593 3.687 0.747 -0.16
C -1.286 4.439 0.445 -0.27
N -0.096 3.912 1.109 0.02
N -5.206 0.669 -1.413 0.16
N -4.560 -0.251 -2.204 0.15
H 2.443 -0.036 0.375 0.08
H 2.482 0.232 -1.351 0.05
H 1.844 1.486 -0.248 0.06
H -0.132 0.171 0.242 0.10
H 0.593 -1.297 -0.417 0.10
H -0.633 1.040 -1.896 0.10
H 0.593 0.052 -2.688 0.12
H -1.687 -1.390 -1.336 0.12
H -0.730 -1.860 -2.722 0.11
H -1.859 0.211 -3.923 0.14
H -2.750 -1.308 -3.797 0.12
H -5.684 2.223 0.926 0.13
H -4.234 4.741 -0.237 0.14
H -3.110 3.967 -1.343 0.12
H -2.357 2.624 0.866 0.11
H -3.028 4.039 1.685 0.11
H -1.401 5.495 0.699 0.11
H -1.111 4.394 -0.633 0.11
H -0.338 3.396 1.948 0.04
H 0.369 3.256 0.493 0.05
H -6.159 0.568 -1.105 0.18
H -4.990 -1.113 -2.497 0.19
C 6.861 0.283 0.130 -0.02
C 6.337 -0.875 -0.678 -0.31
C 6.946 -1.044 -2.058 -0.08
O 5.858 -1.603 -2.809 0.07
C 4.706 -1.236 -2.215 -0.56
O 3.622 -1.391 -2.694 0.13
O 4.943 -0.678 -1.014 0.07
H 6.594 1.225 -0.348 0.10
H 6.447 0.278 1.137 0.09
H 7.947 0.219 0.204 0.10
H 6.397 -1.810 -0.115 0.16
H 7.793 -1.722 -2.092 0.14
H 7.217 -0.084 -2.502 0.14
C 1.623 -3.867 -2.290 -0.03
C 2.499 -4.800 -1.499 -0.32
C 2.326 -6.283 -1.772 -0.09
O 2.617 -6.869 -0.500 0.07
C 2.367 -5.949 0.461 -0.56
O 2.331 -6.171 1.626 0.17
O 2.158 -4.733 -0.101 0.08
H 0.579 -4.021 -2.010 0.09
H 1.900 -2.835 -2.086 0.05
H 1.739 -4.045 -3.360 0.10
H 3.551 -4.517 -1.592 0.16
H 3.006 -6.681 -2.520 0.14
H 1.294 -6.526 -2.041 0.14
C -4.064 1.042 6.166 -0.02
C -3.440 1.625 4.926 -0.33
C -2.196 0.915 4.420 -0.09
O -1.451 1.982 3.822 0.03
C -1.824 3.145 4.425 -0.57
O -1.267 4.183 4.289 0.18
O -2.925 2.943 5.181 0.09
H -3.386 1.157 7.012 0.10
H -5.000 1.542 6.408 0.09
H -4.267 -0.020 6.019 0.09
H -4.178 1.720 4.122 0.15
H -2.391 0.148 3.676 0.13
H -1.611 0.493 5.240 0.14
```

Calculated values
F_max   0.0095 hartree/bohr
Gap between HOMO and LUMO   8.3 eV
Net charge   +1
Highest occupied orbital energy   -0.4127 hartree
Energy   -1888.24295 Ha
LUMO level   -2.96 eV